# 1
98
Properties=species:S:1:pos:R:3:forces:R:3 method="wB97M-V/def2-TZVPD" largest_force_ha_per_bohr=0.0100 molar_mass_g_mol=825.9 lumo_energy_ev=0.3 energy_ev=-114057.65101 homo_lumo_gap_ev=9.157 homo_ev=-8.82 charge=0 smiles="N#C[C@@H](COc1ccccc1)[C@@](C#N)(CCN)C(F)(F)C(F)F.CCOS(C)(=O)=O.CCOS(C)(=O)=O.CCOS(C)(=O)=O.CCOS(C)(=O)=O"
S 8.395352 -1.256338 1.530269 0.020 -0.072 0.208
S 0.516055 6.002986 -1.854956 0.165 -0.110 0.115
S -0.392302 -3.330377 -0.202493 -0.184 -0.085 0.000
S 1.999839 1.189615 2.142362 0.064 -0.237 0.074
F -9.198129 -1.590988 -0.553051 -0.040 -0.044 0.022
F -9.544786 -0.477613 1.298202 -0.029 -0.093 0.017
F -7.542569 -1.599923 2.522868 -0.020 0.005 -0.037
F -7.196134 -3.026537 0.921625 0.054 0.026 0.057
O 3.126794 0.164466 2.562713 0.061 0.220 0.091
O -0.841987 -4.758539 0.336857 -0.027 0.057 0.130
O -0.152072 4.976646 -2.598699 -0.045 0.097 -0.108
O -3.459395 0.295438 0.473249 -0.032 0.070 -0.022
O 1.943113 6.253206 -2.504614 0.018 0.095 0.110
O -0.044731 -3.462538 -1.586829 0.091 0.038 -0.024
O -0.143720 7.254058 -1.640360 -0.054 0.005 -0.007
O 7.316877 -1.933883 0.874068 -0.013 0.023 -0.102
O 9.055508 -0.172827 0.871307 -0.057 0.013 -0.074
O 0.996436 0.489345 1.399417 -0.058 0.118 -0.067
O 0.554491 -2.753915 0.702441 0.109 0.041 -0.005
O 2.587690 2.366751 1.576020 -0.028 0.104 -0.033
O 9.461323 -2.333481 1.997102 0.068 0.107 0.054
N -7.710360 1.364148 -0.494684 0.022 0.198 -0.007
N -7.016352 -3.126935 -1.989836 0.286 0.180 -0.083
N -4.063461 -2.238097 2.499012 0.075 -0.251 0.098
C -4.589033 0.851029 1.114225 0.142 0.023 0.101
C -4.710783 -1.395664 2.073241 -0.177 0.243 0.034
C -6.510311 -1.741776 -1.961850 0.093 -0.257 -0.168
C -7.566301 -1.752167 1.165721 -0.022 0.109 -0.014
C -6.543734 -0.761732 0.498785 0.118 -0.076 0.035
C -0.915334 1.763409 -1.660953 0.106 0.087 -0.229
C 1.533522 7.934913 -4.268518 -0.080 0.019 0.137
C -1.940689 -2.524722 -0.030895 0.018 0.033 -0.047
C -1.525797 1.115436 -0.598934 0.204 -0.006 -0.108
C -2.905902 1.017620 -0.569174 -0.040 0.136 -0.066
C 1.260083 -5.834706 1.060258 -0.011 0.143 0.036
C -1.665798 2.332924 -2.678920 -0.338 -0.032 -0.043
C 1.071955 5.358378 -0.316974 0.021 -0.026 0.001
C -5.758364 -1.419659 -0.667310 -0.084 -0.118 -0.279
C 9.984487 -3.241260 0.996895 0.078 -0.264 -0.228
C 10.976348 -2.586080 0.059606 -0.053 0.155 0.037
C -9.052232 -1.629935 0.784826 0.131 0.116 -0.017
C 7.887263 -0.734593 3.131058 -0.023 -0.001 0.036
C 0.062376 -5.865442 0.133746 0.164 -0.256 -0.108
C 1.996777 6.535715 -3.921957 0.023 -0.002 -0.342
C -3.051208 2.247303 -2.627060 0.049 -0.149 0.086
C -7.224048 0.441207 -0.020716 -0.014 -0.391 0.050
C -5.522298 -0.276431 1.579340 0.069 0.080 0.081
C 1.408898 1.559582 3.756149 -0.025 0.003 0.042
C -3.676814 1.574485 -1.584054 -0.065 0.094 0.047
C 4.660764 0.097281 0.619591 -0.071 0.210 0.028
C 3.713579 -0.661503 1.519982 0.081 -0.373 -0.340
H 4.143156 0.851951 0.029231 -0.043 -0.017 0.012
H -5.109613 1.551227 0.461708 -0.123 -0.054 0.090
H 0.938082 -5.767108 2.099274 -0.004 -0.040 0.004
H 10.462845 -4.026048 1.578573 -0.025 0.042 0.084
H 1.904269 -4.982248 0.853360 -0.001 -0.003 -0.029
H -0.912553 0.690359 0.182767 -0.107 -0.040 0.125
H 1.588529 4.417181 -0.485240 0.003 0.001 0.010
H -7.228105 -3.360671 -2.954588 -0.223 0.001 0.063
H -7.343990 -1.058887 -2.123202 -0.031 0.035 0.063
H 2.910854 -1.140272 0.957935 -0.088 0.062 0.052
H 5.148799 -0.600008 -0.059229 0.029 -0.049 0.056
H 1.725009 6.089783 0.150940 -0.004 0.008 0.000
H 0.165137 1.829270 -1.698795 -0.009 -0.016 0.084
H 4.243384 -1.438736 2.066433 -0.024 0.042 0.095
H 7.402909 -1.564553 3.637611 0.008 -0.011 -0.010
H 0.363372 -5.888410 -0.914836 -0.008 0.085 0.001
H 8.760470 -0.391482 3.678810 0.009 0.008 -0.011
H 11.406435 -3.343981 -0.595449 0.007 -0.036 0.030
H -0.548397 -6.745403 0.325182 -0.070 0.048 0.016
H 5.426658 0.604080 1.207704 0.044 -0.015 -0.029
H -4.269520 1.402471 2.004877 0.089 -0.018 -0.058
H -6.245710 -3.744587 -1.749853 -0.074 -0.041 0.088
H -3.668331 2.693894 -3.396535 0.083 0.002 -0.035
H 0.976467 0.661442 4.187755 0.010 -0.015 -0.016
H -2.277253 -2.600356 0.999488 0.066 -0.018 -0.020
H -2.647480 -2.993191 -0.711953 0.018 0.002 0.001
H 1.423085 5.775736 -4.454491 -0.050 -0.006 0.073
H 11.778303 -2.108573 0.622106 0.023 -0.037 0.000
H -5.806619 -1.567247 -2.783694 0.024 0.085 0.034
H -5.297920 -2.334504 -0.286877 0.000 0.079 0.062
H -9.592819 -2.482622 1.200433 -0.055 0.025 -0.047
H 3.045512 6.401913 -4.178148 0.022 -0.024 0.088
H 9.148817 -3.687632 0.456260 -0.048 0.077 0.019
H 0.474710 8.071294 -4.056507 -0.005 -0.024 -0.010
H 10.502982 -1.826211 -0.559363 -0.019 -0.018 -0.005
H 0.181820 5.201415 0.288415 -0.017 -0.006 -0.017
H 1.697966 8.115953 -5.331070 0.043 -0.018 -0.007
H -1.194387 2.851103 -3.499958 0.087 0.021 0.062
H 1.842450 -6.747243 0.928162 -0.034 -0.031 -0.001
H -6.053988 0.104586 2.452661 -0.197 -0.003 -0.154
H -4.933615 -0.753543 -0.922103 -0.152 0.026 0.141
H 2.088489 8.675841 -3.693496 0.030 0.002 -0.030
H 0.652568 2.332687 3.639371 -0.004 -0.001 -0.018
H -1.781666 -1.480830 -0.297815 0.028 -0.090 -0.012
H 7.188461 0.086044 2.981998 -0.005 -0.002 -0.019
H -4.760222 1.517222 -1.570136 0.049 -0.030 0.012
H 2.237295 1.928702 4.354362 0.007 0.007 -0.006

***

# 2
63
Properties=species:S:1:pos:R:3:forces:R:3 method="wB97M-V/def2-TZVPD" largest_force_ha_per_bohr=0.0532 molar_mass_g_mol=826.6 lumo_energy_ev="-4.5 / -5.8" energy_ev=-129322.04484 homo_lumo_gap_ev="6.005 / 3.876" homo_ev="-10.48 / -9.71" charge=+1
Pt -0.146988 0.223338 -0.123207 1.210 -0.746 -0.044
Se -1.586714 2.234597 2.632272 -0.082 0.474 0.432
S -1.371934 -0.080718 -2.248791 -0.480 -0.026 1.415
O -0.074453 -2.063850 -0.133935 0.666 1.050 -1.700
O -0.706908 8.700343 -2.451954 -0.264 -0.267 0.137
O -0.360156 2.314154 0.063839 -1.375 -0.905 -0.645
O 1.522322 0.508207 1.200693 0.803 0.058 0.813
O -2.628613 2.155833 -0.105449 -1.113 -1.444 0.111
O -2.833386 8.752780 -2.093012 0.218 -0.262 0.027
N 0.439377 -3.669493 1.376389 0.121 -0.509 -0.411
N 3.374811 -0.652535 0.549488 -0.646 0.311 0.166
N 1.481643 0.794138 -1.623451 -0.301 0.599 -0.870
N -1.757011 8.191752 -2.107945 0.042 -0.109 -0.021
N -4.082456 -0.129468 -2.114879 -0.210 0.016 -0.056
N -0.877293 -2.561803 4.460669 0.024 0.002 -0.266
N -2.896414 2.321210 5.344712 0.426 0.012 -0.764
N -1.311886 0.487840 2.640264 0.471 -0.710 -0.605
N -3.141364 -1.390673 -0.632388 -0.118 -0.042 0.124
C -0.572801 -1.610659 2.066915 0.566 -1.770 0.308
C -2.854492 4.803465 -0.920073 -0.176 0.134 -0.021
C -0.048958 -2.474070 1.056141 -0.752 0.663 2.143
C -0.827148 -0.282951 1.722996 -2.053 1.781 0.315
C -5.244096 -0.632527 -1.354079 0.391 -0.008 -0.124
C 3.370636 0.476931 2.705045 -0.046 0.133 0.032
C 2.791652 -1.039399 -0.735812 0.401 0.369 0.006
C -1.602765 2.745764 -0.244536 1.884 1.437 -0.599
C -0.456400 4.821794 -1.105557 0.103 0.250 -0.084
C 3.541000 1.706839 -3.231163 0.053 0.038 -0.018
C 2.325444 2.372877 -3.210351 0.042 0.092 -0.083
C -4.571613 -1.569213 -0.326597 0.261 0.214 -0.147
C -0.766656 -2.108444 3.405535 0.235 0.323 -0.422
C -0.495561 6.134760 -1.560284 0.430 -0.215 0.045
C 2.660630 0.152026 -1.644473 -0.451 0.027 0.017
C -1.716966 6.753725 -1.664290 -0.139 0.633 -0.180
C -2.927370 -0.549309 -1.624401 -0.201 0.068 -0.150
C 1.317535 1.885221 -2.404103 0.166 -0.550 0.287
C 3.702825 0.580011 -2.441682 0.276 0.036 -0.156
C -2.363772 2.262257 4.318561 -0.345 -0.093 0.709
C 2.690386 0.108842 1.424018 -0.131 -0.367 -0.527
C -2.902417 6.118607 -1.363109 -0.253 -0.148 0.091
C -1.633630 4.159391 -0.779466 0.540 -0.129 0.188
H 4.339123 -0.856490 0.736232 0.106 -0.066 0.123
H 4.306446 -0.062476 2.851506 -0.071 0.038 -0.047
H -4.785488 -1.268964 0.692491 0.042 0.045 0.151
H -4.866439 -2.603166 -0.454424 0.010 -0.193 -0.068
H 0.490611 4.312211 -0.988053 -0.017 0.074 0.044
H -5.938094 -1.153965 -2.004376 -0.020 -0.061 -0.098
H 3.569869 1.550680 2.701793 -0.029 -0.048 0.004
H 3.411493 -1.802646 -1.195511 0.135 -0.032 0.063
H -3.758429 4.267487 -0.662673 -0.002 0.068 -0.007
H -4.137576 0.564676 -2.836370 -0.001 0.176 -0.006
H 0.396749 -4.017248 2.322481 -0.080 0.077 -0.044
H 0.777695 -4.271940 0.644591 -0.061 -0.053 0.033
H 4.351389 2.057993 -3.858935 -0.053 -0.034 0.029
H 1.814993 -1.453191 -0.558562 -0.231 -0.338 -0.030
H -3.835406 6.654730 -1.463091 0.009 -0.024 0.011
H 0.346219 2.358517 -2.379432 -0.007 -0.032 0.086
H 2.695368 0.269615 3.536030 0.006 0.005 -0.069
H 0.402433 6.682088 -1.814076 -0.039 -0.044 0.023
H -5.764178 0.188544 -0.872320 0.004 0.136 0.031
H 2.151797 3.254640 -3.817823 0.017 -0.123 0.074
H 4.634538 0.022087 -2.450913 -0.107 0.092 0.014
H -2.386081 -1.901762 -0.215410 0.195 -0.084 0.211

***

# 3
11
Properties=species:S:1:pos:R:3:forces:R:3 method="wB97M-V/def2-TZVPD" largest_force_ha_per_bohr=0.1294 molar_mass_g_mol=131.1 lumo_energy_ev="3.1 / 3.1" energy_ev=-21171.85593 homo_lumo_gap_ev="6.100 / 6.102" homo_ev="-3.04 / -3.04" charge=-1
S -3.423410 -0.345782 0.127195 0.721 -0.697 0.465
O -3.471750 -0.733842 1.521363 0.075 0.014 -0.445
O 0.210778 0.944323 0.045934 -0.223 0.330 -0.200
O -3.737440 1.016483 -0.152300 -0.261 0.762 -0.227
C 1.116285 -0.884277 -0.923916 -3.242 2.524 1.214
C 2.093109 -0.196303 -0.156031 2.408 -2.241 -0.721
C 1.515780 0.858299 0.337349 -0.565 5.404 3.843
C -0.102036 -0.099136 -0.711956 -0.204 -3.115 -1.705
H 3.139523 -0.406218 0.049441 -0.145 -0.212 -0.210
H 1.695062 1.729817 1.077248 0.847 -1.773 -1.378
H 0.964101 -1.883368 -1.214323 0.590 -0.997 -0.635

***

# 4
8
Properties=species:S:1:pos:R:3:forces:R:3 method="wB97M-V/def2-TZVPD" largest_force_ha_per_bohr=0.0643 molar_mass_g_mol=106.1 lumo_energy_ev=0.6 energy_ev=-18980.58273 homo_lumo_gap_ev=10.489 homo_ev=-9.85 charge=0 smiles="O=C=O.N#N.S"
S -2.569964 -0.450601 -0.484163 -1.630 -2.428 -1.547
O 2.139087 1.277180 -0.663996 2.275 -0.054 -2.351
O 0.551020 0.895583 0.900352 -1.584 -0.277 1.431
N 1.550502 -1.903535 0.966886 0.124 -0.486 0.395
N 1.292866 -1.261867 0.129690 0.128 -1.273 -0.587
C 1.353108 0.950810 0.083704 -0.954 2.094 1.116
H -2.086001 0.130252 0.522812 1.206 1.625 1.707
H -2.230618 0.362177 -1.455288 0.436 0.799 -0.164

***

# 5
75
Properties=species:S:1:pos:R:3:forces:R:3 method="wB97M-V/def2-TZVPD" largest_force_ha_per_bohr=0.0242 molar_mass_g_mol=811.4 lumo_energy_ev=-12.3 energy_ev=-88165.93897 homo_lumo_gap_ev=5.570 homo_ev=-17.87 charge=+4
Hf -0.577585 1.134443 -1.153251 -0.441 -0.762 -0.160
S -0.513947 -1.507652 -1.083816 -0.036 0.457 -0.035
S 1.932836 0.755661 -1.157520 0.505 -0.307 0.023
S -1.410690 0.606411 -3.627532 0.153 0.413 0.004
S 0.052976 1.458812 1.307382 -0.115 -0.054 0.291
N -0.279952 2.523187 -5.161868 0.616 0.379 0.246
N 1.416316 -0.425703 2.554908 -0.210 0.376 0.181
N 3.490339 -0.351603 0.702000 -0.326 0.109 -0.292
N -2.606895 -3.128520 -1.142618 -0.222 0.135 -0.217
N -3.111041 -0.949933 -0.738347 0.053 0.388 0.058
N 0.134487 2.584215 -2.890699 -0.039 -0.068 0.255
N -1.906126 2.840469 -0.426094 0.764 0.041 -0.449
N -2.741632 0.374242 -0.614930 -0.414 0.320 0.471
C -1.025808 -2.227184 2.632125 -0.041 -0.341 -0.466
C -4.010876 3.654136 0.303345 -0.744 -0.478 -0.050
C -1.420120 4.086143 -0.389051 -0.942 0.729 0.248
C -2.180790 -1.885757 -1.006183 -0.056 -0.353 0.282
C 3.537538 -2.701910 -1.440943 -0.569 0.166 -0.449
C 0.919781 3.650968 -3.070865 -0.263 -0.060 0.159
C -0.472840 1.989787 -3.937397 -0.192 -0.065 0.075
C 3.523432 -4.062455 -1.705319 0.034 -0.414 -0.538
C 2.342983 0.160392 0.421670 -0.038 0.407 -0.664
C -3.355569 -0.994726 3.459455 0.184 0.262 0.234
C 1.151964 4.207316 -4.310298 -0.529 -0.355 -0.503
C -2.199917 5.195322 -0.049304 0.118 -0.615 -0.071
C -2.250770 -2.839673 2.410414 -0.142 -0.499 -0.031
C 5.454302 -2.977823 -0.044432 -0.151 -0.146 0.244
C 3.806796 -0.710213 2.085535 -0.195 0.653 0.928
C 0.394207 -0.416181 3.641516 -0.461 0.417 -0.206
C -2.120814 -0.361919 3.649282 0.046 -0.382 -0.111
C 5.457151 -4.347312 -0.316192 0.403 0.481 -0.135
C -3.182154 2.612189 -0.074297 -0.490 0.362 0.043
C -3.633773 1.218408 -0.170918 0.249 -0.858 0.064
C 2.596911 -1.259407 2.793748 0.210 -0.518 -0.450
C 4.512223 -4.894475 -1.165667 -0.558 0.510 0.139
C -4.998420 0.783174 0.245685 -0.119 0.216 -0.009
C 1.322376 0.324180 1.495348 -0.381 -0.322 0.675
C 4.492717 -2.142728 -0.598976 0.399 -0.041 0.032
C 4.532196 -0.651343 -0.326133 -0.265 -0.980 0.717
C 0.524019 3.591079 -5.369583 0.207 -0.206 -0.142
C -3.526707 4.954697 0.271190 -0.076 0.597 0.390
C -3.425061 -2.259675 2.861898 -0.450 0.423 0.066
C -0.940692 -0.998522 3.245668 -0.391 0.224 0.268
H 6.208814 -2.564938 0.615280 0.145 -0.028 -0.091
H 2.774797 -1.272702 3.860875 0.102 -0.010 0.186
H -2.281684 -3.826801 1.954986 0.054 0.120 0.109
H -5.438197 0.190696 -0.554825 -0.221 -0.099 -0.038
H -0.397324 4.246956 -0.648131 0.603 -0.157 -0.079
H -4.043882 -1.230151 -0.451386 0.114 0.126 -0.059
H 2.822245 -2.065672 -1.966755 0.109 -0.073 0.187
H 1.757914 5.074819 -4.464162 0.322 0.259 0.013
H -3.595693 -3.362316 -1.165237 0.187 0.047 0.046
H 1.351101 4.076682 -2.184015 0.285 0.076 0.267
H -4.929862 0.176517 1.155799 0.058 -0.069 -0.063
H -4.194664 5.771758 0.543970 0.196 -0.126 -0.101
H -1.982058 -3.862050 -1.442922 0.171 0.020 0.103
H -0.682957 2.062991 -5.958241 -0.359 -0.279 -0.443
H 0.812877 -0.953714 4.485760 0.125 -0.061 0.013
H 4.191002 0.168924 2.634774 -0.076 -0.116 -0.508
H 5.438394 -0.346270 0.166070 0.640 0.054 -0.116
H 0.227350 0.619776 3.938073 0.255 0.055 0.079
H -5.700728 1.593658 0.457317 0.324 -0.141 -0.120
H 4.350724 -0.064704 -1.198613 -0.110 0.434 -0.464
H 6.281769 -4.923938 0.072120 -0.097 -0.285 0.111
H 2.408518 -2.289883 2.472557 -0.253 0.094 0.020
H -5.060222 3.468991 0.586320 0.761 0.177 -0.179
H 0.677257 3.861109 -6.406946 -0.115 0.215 -0.003
H -4.389106 -2.791457 2.793039 0.602 0.340 -0.007
H -4.246617 -0.503073 3.851047 0.135 -0.227 -0.107
H 4.570324 -1.461686 2.110064 0.460 -0.372 -0.266
H 2.802012 -4.484933 -2.429881 0.438 0.351 0.596
H -1.761632 6.189029 -0.034586 -0.133 -0.152 -0.033
H -2.045322 0.584023 4.179325 -0.209 -0.050 -0.091
H -0.134982 -2.749615 2.325028 0.258 -0.149 -0.045
H 4.506460 -5.942541 -1.405641 0.142 -0.213 -0.032